The following is a DFT calculation (ωB97M-V/def2-TZVPD) of a single C4H6N2O molecule.

Last column: Mulliken charge in e.
CARTESIAN COORDINATES (ANGSTROEM)
C 0.094 1.175 -2.023  -0.609
O 0.806 1.017 -0.806  -0.377
C 0.282 0.148 0.072  0.623
N -0.844 -0.509 -0.130  -0.707
N -0.976 -1.279 0.978  0.116
C 0.023 -1.073 1.873  -0.458
C 0.880 -0.157 1.321  -0.408
H 0.639 1.939 -2.580  0.221
H 0.073 0.236 -2.586  0.286
H -0.937 1.499 -1.846  0.282
H -1.893 -1.642 1.177  0.254
H 0.075 -1.619 2.804  0.421
H 1.780 0.265 1.744  0.357

Properties
* charge: 0
* SMILES string: COc1cc[nH]n1

---

The following is a DFT calculation (ωB97M-V/def2-TZVPD) of a molecular structure, C17H26N2OS2 in a non-equilibrium geometry.

Last column: Mulliken charge in e.
CARTESIAN COORDINATES (ANGSTROEM)
C 5.776 4.770 -2.178  -1.269
H 5.938 4.777 -3.263  0.310
C 5.276 3.238 -1.833  -1.285
C 4.169 2.846 -2.682  -0.409
C 3.714 1.580 -2.372  -0.564
C 2.713 0.991 -3.049  -0.341
C 2.439 -0.423 -2.660  -1.096
C 1.804 -0.798 -1.481  -0.612
C 1.326 -2.203 -1.265  -0.569
H 0.340 -2.354 -1.682  0.412
H 2.166 -3.115 -1.475  0.313
S 1.055 -2.577 0.496  0.352
O 0.255 -3.688 0.602  -0.638
C -0.368 -1.466 0.841  0.028
C -1.766 -1.645 0.533  0.494
N -2.049 -2.808 0.213  -0.270
H -3.111 -3.019 0.523  0.217
H -1.389 -3.520 0.236  0.252
C -2.642 -0.673 0.963  -0.114
C -3.854 -0.394 1.030  1.479
C -4.430 0.891 1.255  -0.889
C -3.378 1.825 1.874  0.643
N -2.203 1.615 1.860  -0.447
C -1.642 0.524 1.565  -0.120
S -0.139 0.076 1.183  -0.363
C -4.174 3.163 2.266  -1.455
H -3.333 4.024 2.562  0.253
H -4.777 2.912 3.057  0.400
H -4.556 3.738 1.514  0.461
H -5.502 1.087 1.417  0.280
C -4.887 -1.523 0.403  -2.568
H -4.968 -2.201 1.052  0.784
H -5.893 -1.052 0.376  0.362
H -4.581 -1.677 -0.514  0.695
H 2.664 -0.535 -0.658  0.172
H 1.072 -0.275 -1.117  0.599
H 3.102 -1.203 -3.121  0.421
H 1.658 -0.912 -3.245  0.514
H 1.822 1.477 -2.886  0.376
H 3.075 0.894 -4.127  0.127
H 3.570 1.465 -1.021  0.106
H 4.944 0.714 -2.258  0.172
H 3.462 3.559 -2.571  0.382
H 4.529 2.985 -3.720  0.340
H 5.205 3.336 -0.920  0.764
H 6.109 2.729 -1.922  0.636
H 4.862 5.542 -2.051  0.248
H 6.482 5.252 -1.570  0.417

Properties
* charge: 0

---

The following is a DFT calculation (ωB97M-V/def2-TZVPD) of a molecular structure, C6H7KNaO6 in a non-equilibrium geometry.

Last column: Mulliken charge in e.
CARTESIAN COORDINATES (ANGSTROEM)
O -2.072 -1.532 1.806  -0.660
C -1.756 -1.008 0.733  0.783
O -0.957 -1.496 -0.103  -0.819
O -2.291 0.261 0.515  -0.235
C -1.484 1.190 0.001  0.100
C -0.906 2.101 0.894  -0.828
K -0.547 -4.428 2.034  0.946
H 0.075 1.786 1.275  0.268
H -1.455 2.465 1.769  0.342
Na 0.071 -0.360 -1.731  0.967
C -1.795 3.031 -0.455  -0.545
C -0.859 3.363 -1.598  -0.330
O -1.536 4.317 -2.425  -0.297
C -0.957 4.659 -3.561  0.650
O 0.149 4.326 -3.920  -0.547
O -1.831 5.328 -4.304  -0.429
H -2.009 3.949 0.112  0.429
H -2.807 2.844 -0.845  0.384
H -0.593 2.482 -2.199  0.122
H 0.091 3.791 -1.249  0.331
H -1.404 5.592 -5.130  0.367

Properties
* charge: +1

---

So what do the calculations give for energy relative to the best compared isomer or geometry (same formula, charge and spin)? Going down the list: 1.469; 15.628; 1.868 eV.
So what do the calculations give for DFT total energy? Going down the list: -9272.03245; -44733.84555; -39353.18713 eV.